Entry 1:
C5H9N3 | the ωB97M-V functional and the def2-TZVPD basis

LUMO level = 0.2501 eV
maximum force = 0.048 Eh/bohr
energy relative to the best compared isomer or geometry (same formula, charge and spin) = 7.566 eV
highest occupied orbital energy = -9.3 eV
E_tot = -359.9192 Eh

```
! wB97M-V def2-TZVPD RIJCOSX def2/J DEFGRID3
* xyz 0 1
C -0.337 0.404 -1.384
C -0.127 0.799 -2.638
N -1.130 1.103 -0.471
N -1.054 2.316 -0.310
H -0.266 2.755 -0.838
H 0.014 -0.548 -1.007
H 0.374 0.160 -3.346
H -0.510 1.742 -3.005
C 1.423 -1.994 0.821
C 0.402 0.740 2.043
C 0.337 -2.528 0.921
N 1.455 0.513 1.620
H 2.383 -1.585 0.661
H -1.356 -0.728 2.129
H -0.266 1.449 2.480
H -0.273 -3.386 0.801
H -1.068 -1.215 1.524
*
```

Atom charges from the natural (NBO) analysis, given in e for atoms 1 to 6:
1. C -0.094
2. C -0.404
3. N -0.127
4. N -0.289
5. H 0.275
6. H 0.229

=====

Entry 2:
C2H4NO3 | the ωB97M-V functional and the def2-TZVPD basis

LUMO level = 4.4257 eV
maximum force = 0.020 Eh/bohr
energy relative to the best compared isomer or geometry (same formula, charge and spin) = 1.819 eV
highest occupied orbital energy = -3.8 eV
structure (SMILES) = CN(O)C(=O)[O-]
E_tot = -359.1140 Eh

```
! wB97M-V def2-TZVPD RIJCOSX def2/J DEFGRID3
* xyz -1 1
C 1.172 -0.460 0.054
N -0.001 0.254 0.476
O 0.074 1.640 0.126
C -1.288 -0.289 -0.001
O -2.087 0.590 -0.369
O -1.407 -1.508 0.070
H 1.487 -0.180 -0.962
H 1.999 -0.263 0.745
H 0.915 -1.519 0.078
H -0.863 1.736 -0.216
*
```

Atom charges from the natural (NBO) analysis, given in e for atoms 1 to 6:
1. C -0.427
2. N -0.243
3. O -0.651
4. C 0.841
5. O -0.793
6. O -0.766

=====

Entry 3:
C3H13N2O | the ωB97M-V functional and the def2-TZVPD basis

LUMO level = -3.0336 eV
maximum force = 0.034 Eh/bohr
energy relative to the best compared isomer or geometry (same formula, charge and spin) = 0.606 eV
highest occupied orbital energy = -14.4 eV
E_tot = -306.6134 Eh

```
! wB97M-V def2-TZVPD RIJCOSX def2/J DEFGRID3
* xyz 1 1
C 1.567 -0.116 0.347
C 0.458 0.869 0.779
C -0.868 0.189 1.183
N -1.345 -0.871 0.278
N 1.039 -1.254 -0.417
H 2.160 -0.429 1.203
H 2.267 0.427 -0.288
H 0.805 1.395 1.666
H 0.315 1.596 -0.007
H -0.677 -0.210 2.182
H -1.593 0.980 1.363
H -0.210 -1.356 -0.133
H -1.870 -0.467 -0.492
H -2.032 -1.444 0.763
H 1.472 -2.164 -0.313
H 0.934 -1.074 -1.406
H -1.478 1.164 -2.589
H -0.057 1.479 -2.286
O -0.887 1.286 -1.834
*
```

Atom charges from the natural (NBO) analysis, given in e for atoms 1 to 6:
1. C -0.233
2. C -0.424
3. C -0.238
4. N -0.779
5. N -0.779
6. H 0.228

=====

Entry 4:
C4H8N2 | the ωB97M-V functional and the def2-TZVPD basis

LUMO level = 0.6588 eV
maximum force = 0.021 Eh/bohr
energy relative to the best compared isomer or geometry (same formula, charge and spin) = 3.693 eV
highest occupied orbital energy = -8.1 eV
E_tot = -266.5863 Eh

```
! wB97M-V def2-TZVPD RIJCOSX def2/J DEFGRID3
* xyz 0 1
C -0.827 1.384 -0.289
N -0.325 0.020 -0.307
C -0.748 -0.814 0.813
C 1.192 0.015 -0.682
C 1.873 -1.145 -0.238
N 2.411 -2.128 0.080
H -1.919 1.378 -0.239
H -0.507 1.889 -1.204
H -0.419 1.925 0.576
H -0.345 -0.402 1.748
H -0.365 -1.827 0.684
H -1.841 -0.838 0.856
H 1.658 0.972 -0.461
H 0.048 -0.302 -1.361
*
```

Atom charges from the natural (NBO) analysis, given in e for atoms 1 to 6:
1. C -0.408
2. N -0.454
3. C -0.413
4. C -0.567
5. C 0.227
6. N -0.379

=====

Entry 5:
C45H62AsCoF5Ge2OP | the ωB97M-V functional and the def2-TZVPD basis

LUMO level (alpha / beta) = -2.2997 / -2.8716 eV
maximum force = 0.010 Eh/bohr
energy relative to the best compared isomer or geometry (same formula, charge and spin) = 0.757 eV
highest occupied orbital energy (alpha / beta) = -10.3 / -10.3 eV
E_tot = -10439.9397 Eh

```
! wB97M-V def2-TZVPD RIJCOSX def2/J DEFGRID3
* xyz 1 4
Co 0.532 0.221 0.494
C -2.675 4.004 -0.816
C -1.758 2.789 -0.965
Ge -1.610 1.732 0.702
C -0.739 2.646 2.227
C -1.258 4.066 2.437
C -3.433 1.406 1.279
C -3.766 0.108 1.248
Ge -2.257 -0.844 0.437
C -1.692 -2.489 1.324
C -2.607 -2.925 2.468
C -2.405 -0.932 -1.520
C -3.374 -2.015 -1.999
C -5.049 -0.470 1.683
C -5.570 -1.599 1.054
C -6.790 -2.131 1.442
C -7.501 -1.547 2.480
C -6.986 -0.430 3.126
C -5.769 0.104 2.732
H -2.851 4.481 -1.783
H -2.250 4.758 -0.152
H -3.651 3.724 -0.412
H -0.789 3.088 -1.357
H -2.179 2.103 -1.705
H 0.350 2.631 2.165
H -0.987 2.006 3.076
H -0.941 4.742 1.640
H -0.883 4.473 3.378
H -2.349 4.100 2.478
H -4.124 2.184 1.606
H -0.690 -2.304 1.714
H -1.621 -3.251 0.542
H -2.812 -2.102 3.155
H -2.128 -3.715 3.052
H -3.565 -3.309 2.118
H -1.400 -1.090 -1.917
H -2.743 0.049 -1.857
H -3.136 -2.993 -1.574
H -3.352 -2.120 -3.087
H -4.402 -1.772 -1.726
H -5.024 -2.070 0.242
H -7.185 -3.003 0.936
H -8.450 -1.964 2.792
H -7.530 0.021 3.946
H -5.359 0.960 3.253
O 0.673 -1.543 -0.253
As 1.555 -2.980 -0.227
C 2.145 -3.405 1.522
C 1.256 -3.995 2.414
C 1.634 -4.175 3.733
C 2.889 -3.760 4.159
C 3.771 -3.164 3.269
C 3.401 -2.979 1.947
C 3.013 -2.791 -1.446
C 2.823 -1.952 -2.539
C 3.820 -1.841 -3.497
C 4.997 -2.566 -3.360
C 5.178 -3.410 -2.272
C 4.182 -3.532 -1.313
C 0.437 -4.361 -0.913
C -0.405 -4.065 -1.980
C -1.192 -5.067 -2.525
C -1.132 -6.356 -2.009
C -0.280 -6.649 -0.954
C 0.514 -5.652 -0.404
H 0.265 -4.293 2.094
H 0.943 -4.623 4.435
H 3.175 -3.887 5.195
H 4.742 -2.827 3.609
H 4.090 -2.506 1.258
H 1.903 -1.387 -2.634
H 3.675 -1.194 -4.354
H 5.774 -2.479 -4.109
H 6.093 -3.979 -2.172
H 4.323 -4.201 -0.473
H -0.459 -3.061 -2.378
H -1.851 -4.844 -3.354
H -1.751 -7.136 -2.434
H -0.229 -7.654 -0.557
H 1.187 -5.885 0.410
C 1.138 1.610 -2.882
C 2.523 1.550 -2.242
C 3.442 2.599 -2.872
P 2.460 1.485 -0.395
C 2.691 3.146 0.384
C 4.059 3.818 0.238
C 1.583 4.110 -0.042
C 3.906 0.421 0.061
C 5.187 0.600 -0.757
C 4.174 0.459 1.569
H 1.217 1.381 -3.948
H 0.709 2.609 -2.800
H 0.434 0.903 -2.434
H 2.945 0.565 -2.464
H 3.044 3.605 -2.737
H 3.504 2.420 -3.948
H 4.454 2.575 -2.473
H 2.544 2.917 1.446
H 4.268 4.090 -0.795
H 4.879 3.204 0.603
H 4.059 4.740 0.823
H 1.750 4.481 -1.055
H 1.576 4.974 0.626
H 0.593 3.657 -0.004
H 3.521 -0.577 -0.182
H 5.645 1.577 -0.606
H 5.027 0.454 -1.825
H 5.912 -0.151 -0.434
H 4.410 1.463 1.923
H 5.039 -0.168 1.795
H 3.329 0.094 2.151
F -0.849 -0.410 3.349
C 0.452 -0.863 3.247
F 1.072 0.335 2.397
C 1.072 -0.446 4.578
F 0.799 0.807 4.980
F 0.624 -1.279 5.530
F 2.411 -0.555 4.528
*
```

Atom charges from the Löwdin analysis, given in e for atoms 1 to 6:
1. Co 0.552
2. C -0.152
3. C -0.363
4. Ge 0.850
5. C -0.357
6. C -0.151

=====

Entry 6:
C4H10N2O | the ωB97M-V functional and the def2-TZVPD basis

LUMO level = 0.7929 eV
maximum force = 0.087 Eh/bohr
energy relative to the best compared isomer or geometry (same formula, charge and spin) = 1.906 eV
highest occupied orbital energy = -9.1 eV
structure (SMILES) = CN[C@@H](C)C(N)=O
E_tot = -343.1314 Eh

```
! wB97M-V def2-TZVPD RIJCOSX def2/J DEFGRID3
* xyz 0 1
C 0.522 -1.551 0.869
N 0.067 -0.133 1.128
C 0.129 0.872 0.025
C 1.354 0.620 -0.909
C -1.156 0.656 -0.896
N -2.191 -0.152 -0.341
O -1.437 1.490 -1.726
H 0.630 -2.053 1.837
H 1.487 -1.471 0.392
H -0.286 -2.096 0.380
H 0.601 0.232 1.907
H 0.073 1.900 0.365
H 1.570 -0.423 -1.139
H 1.148 1.223 -1.779
H 2.253 0.858 -0.345
H -2.933 0.538 -0.308
H -1.831 -0.507 0.540
*
```

Atom charges from the natural (NBO) analysis, given in e for atoms 1 to 6:
1. C -0.427
2. N -0.667
3. C -0.131
4. C -0.639
5. C 0.674
6. N -0.862